No. 1
{
  "formula": "C9H14N2O2PS",
  "method": "ωB97M-V/def2-TZVPD",
  "species": ["C", "C", "C", "C", "C", "C", "C", "C", "C", "N", "N", "O", "O", "P", "S", "H", "H", "H", "H", "H", "H", "H", "H", "H", "H", "H", "H", "H", "H"],
  "coordinates": [[-2.020, 0.290, 1.480], [-2.049, 2.583, 0.744], [-0.672, 0.340, 1.559], [-2.742, 1.441, 1.069], [-0.021, 1.514, 1.131], [0.060, -0.908, 1.929], [-4.250, 1.423, 0.978], [3.547, -0.473, -1.815], [1.362, -1.548, -1.957], [-0.699, 2.562, 0.755], [2.360, -0.920, -1.100], [1.317, 1.477, 0.963], [0.970, -1.304, 0.891], [2.047, -0.379, 0.378], [3.839, -0.189, 1.390], [-2.667, -0.498, 1.962], [-2.482, 3.488, 0.633], [0.529, -0.910, 2.854], [-0.543, -1.811, 2.031], [-4.610, 1.908, 1.845], [-4.437, 1.872, 0.032], [-4.425, 0.379, 1.035], [3.291, 0.384, -2.508], [4.450, -0.436, -1.187], [3.803, -1.382, -2.365], [1.907, -2.310, -2.443], [0.552, -1.696, -1.325], [0.864, -0.806, -2.566], [3.574, 1.160, 1.529]],
  "forces_ev_per_angstrom": [[-2.8544, 1.0654, 0.7945], [2.9517, -3.4697, 1.4866], [0.7138, -0.9693, 0.0522], [-0.0176, -0.3870, 0.1455], [-1.5255, -1.0122, -0.7925], [-1.6688, -0.5985, -0.2366], [2.5680, -0.5806, 0.1731], [0.5753, -0.6696, -1.0604], [0.0240, 2.2006, 0.4801], [0.6087, 0.8737, -0.2802], [0.2840, 1.4348, 0.8760], [2.2355, -3.0032, -1.0961], [-0.2114, -0.7604, 0.0838], [0.8644, 3.8518, 0.7680], [-0.9143, 0.8420, -0.0503], [1.1132, 0.3643, -0.9542], [-1.4482, 2.7512, -0.8647], [1.6309, 0.6111, 1.6668], [-0.6524, 0.4347, -0.3352], [-0.9922, 0.7333, 0.5800], [-1.1378, 0.2739, -0.4943], [-1.2730, -0.8128, -0.2995], [0.7575, -0.8956, 0.9376], [-0.6792, 1.0140, -0.0568], [-0.0319, 0.3657, -0.7823], [-0.4104, -1.1843, -0.7137], [-1.3943, -2.0012, 1.0489], [0.7264, 0.2655, -1.1604], [0.1579, -0.7376, 0.0842]],
  "lowdin_charge": [0.029, -0.043, -0.149, -0.232, -0.403, -0.105, -0.014, -0.093, -0.021, 0.160, -0.359, -0.133, -0.202, 0.657, 0.683, 0.155, 0.096, 0.117, 0.147, 0.083, 0.085, 0.065, 0.133, 0.059, 0.096, 0.102, 0.063, 0.112, -0.087],
  "multiplicity": 1,
  "max_force_ev_per_a": 4.79,
  "homo_lumo_gap_ev": 7.492,
  "charge": 1,
  "homo_ev": -11.97,
  "relative_energy_kcal_mol": 0.00,
  "total_energy_ev": -36751.41864
}


No. 2
{
  "formula": "C19H37O9",
  "method": "ωB97M-V/def2-TZVPD",
  "species": ["O", "C", "O", "O", "H", "C", "C", "O", "C", "H", "H", "H", "H", "H", "H", "C", "C", "O", "C", "H", "H", "H", "H", "H", "H", "C", "C", "O", "C", "H", "H", "H", "H", "H", "H", "C", "C", "O", "C", "H", "H", "H", "H", "H", "H", "C", "C", "O", "C", "H", "H", "H", "H", "H", "H", "C", "C", "O", "C", "H", "H", "H", "H", "H", "H"],
  "coordinates": [[-27.483, -2.757, 5.468], [-27.464, -4.058, 5.526], [-27.776, -4.588, 4.444], [-27.092, -4.633, 6.574], [-27.716, -2.864, 4.543], [-29.204, -10.180, 0.607], [-29.959, -10.932, -0.475], [-31.178, -11.126, -0.467], [-29.151, -11.322, -1.709], [-29.782, -10.073, 1.524], [-28.903, -9.166, 0.343], [-28.329, -10.739, 0.939], [-28.995, -10.429, -2.314], [-29.651, -12.044, -2.354], [-28.168, -11.588, -1.321], [-21.411, -6.062, 5.723], [-21.302, -7.056, 6.800], [-21.404, -8.241, 6.571], [-21.058, -6.623, 8.227], [-22.478, -5.860, 5.625], [-21.258, -6.547, 4.759], [-20.765, -5.185, 5.752], [-21.191, -7.404, 8.975], [-21.724, -5.791, 8.455], [-20.071, -6.163, 8.259], [-22.017, 0.263, 7.352], [-23.072, 0.276, 8.427], [-22.994, -0.553, 9.309], [-24.097, 1.348, 8.379], [-21.094, 0.452, 7.901], [-22.153, 1.004, 6.564], [-21.901, -0.735, 6.930], [-24.650, 1.427, 9.315], [-24.847, 1.098, 7.630], [-23.538, 2.248, 8.123], [-24.311, -2.222, 1.232], [-25.339, -1.191, 0.764], [-26.028, -1.415, -0.224], [-25.407, 0.138, 1.566], [-23.739, -1.878, 2.094], [-23.547, -2.368, 0.468], [-24.867, -3.103, 1.551], [-25.321, -0.038, 2.638], [-26.363, 0.653, 1.476], [-24.517, 0.727, 1.343], [-30.832, 0.238, 7.531], [-31.453, 0.784, 6.258], [-31.634, 2.013, 6.161], [-31.964, -0.191, 5.169], [-29.752, 0.382, 7.533], [-30.948, -0.844, 7.476], [-31.261, 0.752, 8.392], [-31.167, -0.589, 4.540], [-32.655, 0.401, 4.569], [-32.566, -1.006, 5.569], [-32.600, -5.524, 0.258], [-32.121, -4.865, -1.021], [-32.646, -3.878, -1.465], [-30.950, -5.404, -1.771], [-32.741, -6.587, 0.067], [-33.558, -5.135, 0.602], [-31.922, -5.401, 1.103], [-31.033, -6.411, -2.180], [-30.097, -5.360, -1.094], [-30.760, -4.798, -2.657]],
  "forces_ev_per_angstrom": [[-0.0191, 3.5281, 0.2675], [1.4356, -4.7718, 2.8118], [-0.6450, -0.9363, -1.6729], [-0.3045, 0.5434, -0.1286], [-0.4457, 1.7109, -1.3455], [-0.3364, -0.4475, 0.9517], [-1.9956, 0.3561, -1.0965], [1.9927, 0.2538, 0.5397], [0.1527, 0.4552, 0.7753], [-0.4311, -0.0420, -0.2385], [0.0852, -0.1454, -0.4656], [0.2715, 0.0424, -0.3802], [-0.0157, 0.2352, 0.0653], [0.1562, -0.1806, 0.4065], [0.1179, -0.4987, -0.5453], [-0.3638, 0.1071, -1.5420], [0.5190, -1.4513, 1.3000], [-0.1077, -0.1499, -0.3456], [-0.2673, 1.0612, -0.2840], [-0.1124, 0.8186, 0.3957], [0.4488, -0.2812, 0.0946], [-0.3917, 0.1041, 0.4511], [0.1700, -0.0648, -0.3889], [-0.1952, 0.0453, 0.1195], [0.2561, -0.1917, 0.2019], [0.2864, 0.0111, -0.0965], [0.3242, -1.2055, 0.4590], [-0.2811, 0.3743, -0.0886], [-0.2932, 0.0065, 0.2519], [0.2103, 0.1930, -0.1916], [0.0024, -0.0541, 0.0529], [-0.2205, 0.0292, -0.0038], [0.3205, 0.1018, 0.0770], [0.1818, 0.1883, -0.3844], [-0.5299, 0.3326, -0.0635], [-0.0113, 0.8528, 0.4639], [-0.3344, 0.2595, -0.6500], [0.7878, 0.5184, 1.3943], [-0.2571, -1.0197, 0.3040], [-0.2374, 0.1579, 0.1888], [-0.4416, -0.5006, -0.2976], [0.2666, -0.2596, -0.3874], [0.1111, -0.4718, 0.0778], [0.2825, 0.1619, -0.6772], [-0.2053, 0.2654, -0.3900], [0.1342, -0.5522, -1.0811], [-0.5866, 2.2332, 0.0687], [0.3288, -2.6565, -0.2008], [-0.3025, 1.1252, 0.3779], [0.0391, 0.2986, -0.1011], [-0.2075, -0.0194, 0.7511], [-0.0348, -0.3298, -0.0302], [0.0755, -0.0189, 0.1750], [0.2278, 0.0088, -0.2695], [0.3746, -0.1295, 0.3028], [-0.2644, -0.2375, -0.0312], [-0.3119, 0.0455, 0.0289], [-0.7521, 0.6786, 0.0770], [0.7896, -0.3721, -0.3559], [0.1948, -0.1518, 0.1294], [0.0340, 0.2503, -0.3661], [0.3631, -0.0802, -0.2253], [-0.2749, -0.2980, 0.5656], [0.2574, -0.1759, -0.1200], [-0.0204, 0.3399, 0.3188]],
  "lowdin_charge": [0.054, -0.955, -0.086, -0.075, 0.064, -0.027, -0.466, 0.037, -0.031, 0.082, 0.089, 0.079, 0.083, 0.081, 0.073, -0.029, -0.521, 0.055, -0.023, 0.105, 0.084, 0.084, 0.083, 0.084, 0.080, -0.031, -0.518, 0.062, -0.024, 0.086, 0.073, 0.086, 0.086, 0.096, 0.083, -0.026, -0.454, 0.043, -0.026, 0.066, 0.079, 0.093, 0.070, 0.076, 0.078, -0.024, -0.442, 0.010, -0.021, 0.086, 0.076, 0.083, 0.085, 0.071, 0.075, -0.017, -0.509, 0.064, -0.032, 0.078, 0.078, 0.088, 0.078, 0.090, 0.081],
  "multiplicity": 1,
  "max_force_ev_per_a": 5.72,
  "homo_lumo_gap_ev": 6.444,
  "charge": -1,
  "homo_ev": -4.30,
  "relative_energy_kcal_mol": 60.47,
  "total_energy_ev": -38730.69443
}


No. 3
{
  "formula": "C4H5N3",
  "method": "ωB97M-V/def2-TZVPD",
  "species": ["N", "C", "C", "C", "N", "C", "N", "H", "H", "H", "H", "H"],
  "coordinates": [[2.706, -0.988, 0.963], [1.917, -0.536, 0.249], [0.880, 0.041, -0.621], [-1.621, -1.345, -0.349], [-1.727, -0.197, 0.187], [-1.192, 0.947, 0.307], [0.163, 1.127, 0.013], [1.308, 0.346, -1.578], [0.157, -0.758, -0.886], [-1.516, -2.133, 0.417], [-1.756, 1.824, 0.608], [0.681, 1.672, 0.690]],
  "forces_ev_per_angstrom": [[-0.7383, 0.4725, -0.6999], [0.6918, -0.4040, 0.5964], [0.0277, -0.0330, -0.1236], [-0.3828, 0.2307, 0.2700], [0.2987, -0.1344, -0.1781], [-0.1921, -0.2085, 0.0426], [0.0462, 0.0487, -0.0012], [0.1208, 0.0432, 0.1562], [0.3476, 0.1833, 0.0016], [-0.2002, 0.0695, 0.0500], [0.0546, -0.1964, 0.0149], [-0.0741, -0.0715, -0.1289]],
  "lowdin_charge": [0.142, -0.191, -0.198, 0.015, -0.051, -0.191, -0.005, 0.127, 0.067, 0.033, 0.126, 0.128],
  "multiplicity": 1,
  "max_force_ev_per_a": 1.12,
  "homo_lumo_gap_ev": 8.750,
  "homo_ev": -8.15,
  "relative_energy_kcal_mol": 92.61,
  "total_energy_ev": -8695.79652
}


No. 4
{
  "formula": "C8H12N2OS",
  "method": "ωB97M-V/def2-TZVPD",
  "species": ["C", "C", "C", "C", "C", "C", "C", "C", "H", "H", "H", "H", "H", "H", "H", "H", "H", "H", "H", "H", "N", "N", "O", "S"],
  "coordinates": [[0.259, 2.863, 0.058], [-0.650, 1.714, 0.490], [-0.903, 0.578, -0.614], [-1.668, 1.207, -1.824], [0.534, 0.159, -1.025], [0.960, -1.875, 0.440], [1.339, -3.519, 1.724], [0.020, -3.702, 1.782], [-0.018, 3.403, -0.810], [0.432, 3.590, 0.858], [1.194, 2.493, -0.241], [-0.186, 1.232, 1.409], [-1.612, 2.077, 0.816], [-1.409, -0.150, -0.087], [-1.192, 2.093, -2.244], [-2.634, 1.626, -1.450], [-1.880, 0.511, -2.618], [2.276, -0.614, -0.559], [2.027, -4.181, 2.189], [-0.541, -4.524, 2.282], [1.304, -0.694, -0.266], [1.904, -2.631, 0.844], [1.091, 0.741, -1.937], [-0.646, -2.396, 0.782]],
  "forces_ev_per_angstrom": [[-0.4084, 0.0007, 0.9669], [0.7950, -0.9233, 0.3598], [2.2052, 3.0812, -0.9308], [-0.7067, 0.3936, 1.3678], [-0.8524, 0.7493, -0.6265], [-0.0512, 1.9336, -1.6058], [1.4124, -1.9237, -0.4440], [-1.0092, 0.5584, -0.2597], [-0.9906, 0.5529, -0.8058], [-0.1874, -0.1942, 0.0157], [1.5542, -0.6578, -0.0556], [-0.5016, 0.3988, -1.0635], [-0.4477, 0.1220, -0.0203], [-1.3168, -1.7059, 0.5994], [0.4937, -0.4010, 0.0761], [0.4803, -0.6304, -0.1484], [0.0171, -0.3191, -0.2228], [-0.1872, -0.4710, 0.2679], [0.3977, -0.4974, 0.5196], [0.4151, 1.2038, -0.5227], [-0.5032, -0.9255, 0.3068], [0.0273, 0.2476, 1.5570], [-0.1450, -0.1140, 0.1082], [-0.4903, -0.4787, 0.5607]],
  "lowdin_charge": [-0.098, -0.185, -0.258, -0.047, -0.452, -0.626, -0.292, -0.359, 0.059, 0.082, 0.046, 0.125, 0.097, 0.033, 0.071, 0.090, 0.071, 0.159, 0.096, 0.088, 0.126, 0.062, 0.073, 1.037],
  "multiplicity": 1,
  "max_force_ev_per_a": 3.90,
  "homo_lumo_gap_ev": 9.513,
  "smiles": "CC[C@@H](C)C(=O)Nc1nccs1",
  "homo_ev": -8.96,
  "relative_energy_kcal_mol": 25.78,
  "total_energy_ev": -24353.23494
}


No. 5
{
  "formula": "C14H44N5O11",
  "method": "ωB97M-V/def2-TZVPD",
  "species": ["N", "O", "O", "O", "C", "O", "H", "H", "H", "H", "C", "O", "H", "H", "H", "H", "C", "O", "H", "H", "H", "H", "C", "O", "N", "N", "H", "H", "H", "H", "C", "O", "N", "N", "H", "H", "H", "H", "C", "C", "C", "O", "H", "H", "H", "H", "H", "H", "H", "H", "C", "C", "C", "O", "H", "H", "H", "H", "H", "H", "H", "H", "C", "C", "C", "O", "H", "H", "H", "H", "H", "H", "H", "H"],
  "coordinates": [[-38.230, -0.362, 7.471], [-38.635, 0.562, 8.115], [-38.982, -1.231, 7.168], [-37.119, -0.371, 6.897], [-37.677, 5.470, 10.973], [-37.902, 4.730, 12.185], [-38.154, 6.416, 11.229], [-36.627, 5.658, 10.753], [-38.081, 5.024, 10.063], [-38.834, 4.609, 12.381], [-34.751, -0.273, 11.480], [-33.485, -0.723, 11.223], [-35.142, -0.467, 12.479], [-34.652, 0.812, 11.448], [-35.362, -0.553, 10.622], [-33.332, -0.579, 10.286], [-41.929, -5.441, 4.713], [-41.833, -4.102, 4.416], [-40.956, -5.796, 5.051], [-42.723, -5.720, 5.406], [-42.139, -5.918, 3.756], [-41.447, -3.658, 5.175], [-35.405, 5.175, 5.000], [-34.412, 4.493, 5.004], [-35.527, 6.370, 4.485], [-36.569, 4.879, 5.494], [-36.464, 6.746, 4.466], [-34.765, 6.843, 4.020], [-36.714, 3.986, 5.942], [-37.328, 5.545, 5.493], [-43.178, 0.344, 10.383], [-44.240, 0.333, 10.982], [-42.105, 0.969, 10.749], [-42.979, -0.397, 9.348], [-42.262, 1.606, 11.517], [-41.207, 0.908, 10.291], [-42.074, -0.242, 8.927], [-43.719, -1.027, 9.074], [-31.227, 3.140, 9.146], [-30.637, 2.145, 8.231], [-29.475, 1.311, 8.781], [-31.713, 1.268, 8.024], [-31.439, 2.682, 10.112], [-32.204, 3.463, 8.787], [-30.583, 4.000, 9.330], [-30.448, 2.686, 7.304], [-29.729, 0.963, 9.782], [-28.597, 1.954, 8.845], [-29.257, 0.401, 8.223], [-32.482, 1.816, 7.852], [-34.706, -6.169, 7.402], [-34.129, -4.896, 8.047], [-32.868, -5.200, 8.917], [-33.686, -4.046, 7.023], [-34.048, -6.785, 6.790], [-35.581, -5.922, 6.801], [-35.149, -6.880, 8.100], [-34.875, -4.362, 8.635], [-33.128, -5.598, 9.899], [-32.286, -4.282, 8.998], [-32.225, -5.947, 8.452], [-34.147, -3.213, 7.143], [-42.381, 5.390, 7.262], [-42.863, 4.359, 6.221], [-43.508, 5.036, 5.022], [-41.856, 3.534, 5.849], [-41.609, 6.041, 6.852], [-41.903, 5.004, 8.162], [-43.232, 5.994, 7.579], [-43.496, 3.737, 6.853], [-42.765, 5.687, 4.562], [-44.403, 5.620, 5.236], [-43.838, 4.316, 4.273], [-41.393, 3.233, 6.634]],
  "forces_ev_per_angstrom": [[1.9056, 0.1749, -3.2712], [-0.4031, 3.4220, 2.9945], [-3.3167, -4.1982, -0.3375], [1.5836, 0.6764, 0.7937], [-0.9828, 0.5613, 0.8968], [1.1797, -0.7063, -0.2928], [0.0743, 0.4734, -0.9967], [0.0999, -0.3478, 0.6823], [-0.3407, -0.1888, 0.1736], [-0.0247, 0.1977, -0.4615], [-0.9611, 2.1026, -0.7711], [2.2263, -1.5750, 0.2599], [0.1523, -0.8161, -0.2358], [-0.7292, 0.5298, 0.0630], [-0.9190, -0.1570, 0.6039], [0.2524, -0.0475, 0.0135], [0.3961, -1.1991, -0.6750], [-0.2458, 1.5735, 0.1020], [-0.0622, -0.4457, 0.2671], [-0.0554, 0.1336, 0.2663], [-0.0610, -0.3387, 0.0781], [0.0666, 0.3168, -0.0307], [1.4334, -0.6791, -0.1925], [1.1693, -0.7501, 0.0965], [0.6475, 4.2792, -2.1471], [-3.8212, -2.6894, 2.4920], [0.7601, 0.4567, -0.4361], [-0.3123, -0.2245, 0.1217], [-0.0449, 0.1300, -0.0949], [0.1942, -0.5937, 0.1972], [-2.5456, -1.1128, 1.2209], [-1.0270, 0.7222, 0.9457], [2.6514, 3.1723, 2.2961], [0.6124, -1.9374, -3.3445], [0.5495, -0.0670, -0.1762], [-0.1892, 0.0823, 0.1727], [-0.4363, -1.0706, -0.9006], [0.6070, 0.1699, -0.3553], [0.3212, 1.1734, 1.8552], [-0.3964, -0.5589, -0.2279], [-0.2676, 0.6625, 0.0874], [-0.5018, -1.5470, -0.6980], [0.1022, -0.1156, 0.1522], [0.1685, 0.3707, -0.2703], [-0.0579, 0.2200, -0.0568], [0.7422, -0.2953, -0.3761], [-0.0805, 0.1686, 0.1324], [0.1976, -0.1940, 0.0213], [-0.0732, 0.3188, -0.4186], [-0.2309, -0.2433, -0.1993], [-1.1640, -0.1422, 0.3048], [1.3312, -1.4146, 0.3013], [-0.6936, -0.0478, -0.1672], [-0.0986, 0.6792, -0.6769], [0.4842, 0.5516, -0.0234], [0.1567, 0.3238, -0.3373], [0.2652, 0.0965, 0.6433], [-0.1662, -0.3209, 0.1698], [-0.0524, 0.1597, 0.1226], [-0.0986, -0.0308, 0.2701], [-0.0753, 0.0000, -0.2870], [0.0688, 0.1886, -0.3438], [0.1640, 0.7820, -0.4060], [-1.1339, 1.1880, 2.5714], [-0.0377, -0.4264, -0.1796], [2.1176, -1.0868, -1.5849], [-0.0900, 0.2691, -0.3487], [-0.2797, -0.6616, 0.0001], [0.0363, 0.1443, 0.0558], [-1.2995, 0.0223, -0.4791], [0.0026, 0.0586, -0.0735], [0.1762, 0.0834, 0.4704], [0.2555, -0.2117, 0.0161], [0.1246, -0.1941, -0.0379]],
  "lowdin_charge": [-0.740, -0.078, -0.064, -0.102, -0.149, -0.136, 0.070, 0.076, 0.072, 0.067, -0.196, -0.124, 0.081, 0.070, 0.088, 0.075, -0.209, -0.105, 0.079, 0.072, 0.076, 0.085, -0.799, 0.050, 0.140, 0.157, 0.099, 0.116, 0.130, 0.105, -0.825, 0.005, 0.167, 0.172, 0.116, 0.115, 0.115, 0.126, -0.080, -0.522, -0.038, -0.056, 0.087, 0.084, 0.082, 0.134, 0.078, 0.074, 0.078, 0.083, -0.068, -0.475, -0.056, -0.053, 0.074, 0.072, 0.067, 0.136, 0.067, 0.071, 0.067, 0.095, -0.067, -0.553, -0.046, -0.019, 0.072, 0.071, 0.075, 0.131, 0.081, 0.076, 0.077, 0.101],
  "multiplicity": 1,
  "max_force_ev_per_a": 5.36,
  "homo_lumo_gap_ev": 6.703,
  "charge": -1,
  "homo_ev": -4.75,
  "total_energy_ev": -45200.63864
}